Entry 1:
A molecular structure, C43H42Cl2N5O4W at a distorted geometry. Source: the OMol25 dataset; level of theory: ωB97M-V with the def2-TZVPD basis set.

Last column: Mulliken charge in e.
CARTESIAN COORDINATES (ANGSTROEM)
W -0.2914 0.5497 0.1375  -0.22
C -3.8414 1.6143 -0.2758  0.35
C -3.2086 1.4153 -1.6583  -1.26
C -2.0647 2.3722 -1.8911  -1.18
N -0.7648 2.0332 -1.2326  0.34
C 0.2765 2.8606 -1.6041  0.80
C 0.0577 4.1020 -2.1838  -0.18
C 0.9414 5.0919 -2.6167  -0.94
C 2.3157 5.0801 -2.6591  -0.74
C 3.1364 4.0246 -2.2770  -0.91
C 2.7998 2.8061 -1.7280  -0.64
C 1.5606 2.2749 -1.3499  0.80
N 1.4665 1.0911 -0.7161  0.88
C 2.5957 0.1695 -0.6537  -1.16
C 2.5242 -0.5964 -1.9415  -1.06
C 1.2763 -1.4569 -1.9921  -1.47
N 0.0192 -1.0414 -1.2872  -0.14
C -0.9953 -1.9045 -1.5140  1.35
C -0.8757 -2.9996 -2.4086  -0.78
C -1.8213 -3.8192 -2.9810  -0.70
C -3.1812 -3.9441 -2.7057  -0.63
C -3.8130 -3.3655 -1.6333  -0.71
C -3.3236 -2.4124 -0.7410  -0.86
C -2.1498 -1.6679 -0.7202  1.06
N -1.9787 -0.6338 0.1725  0.15
C -3.1354 -0.3839 1.0746  -0.51
C -4.3058 0.3246 0.3878  -1.06
H -3.1173 2.0858 0.3828  -0.52
H -4.6624 2.3281 -0.3645  0.57
H -3.9585 1.5898 -2.4306  0.68
H -2.8510 0.4032 -1.8205  0.07
H -2.3917 3.3591 -1.5603  0.44
H -1.8441 2.4317 -2.9567  0.78
H -0.9775 4.3820 -2.3070  0.41
H 0.4638 5.9938 -2.9845  0.43
H 2.8044 5.9653 -3.0483  0.40
H 4.1988 4.1760 -2.4284  0.45
H 3.6513 2.1714 -1.5411  0.36
H 2.4770 -0.4865 0.1973  0.16
H 3.5399 0.6846 -0.5230  0.57
H 3.3872 -1.2496 -2.0668  0.57
H 2.5354 0.1140 -2.7706  0.41
H 1.5377 -2.4342 -1.5833  0.73
H 1.0362 -1.5897 -3.0433  0.78
H 0.1102 -3.2085 -2.7759  0.62
H -1.4339 -4.4850 -3.7452  0.42
H -3.7571 -4.6202 -3.3262  0.41
H -4.8315 -3.6875 -1.4446  0.44
H -4.0371 -2.1708 0.0289  0.51
H -2.8008 0.2288 1.8898  -0.70
H -3.4346 -1.3297 1.5199  0.79
H -5.0481 0.5349 1.1596  0.60
H -4.7901 -0.3218 -0.3475  0.48
Cl 3.4129 -1.0770 6.5046  -0.14
C 2.5705 -0.8801 5.0266  0.03
C 1.8789 -1.9552 4.4835  -0.49
C 1.2047 -1.8109 3.2861  0.33
Cl 0.3430 -3.1392 2.6023  -0.17
C 1.2081 -0.5923 2.6188  -0.94
O 0.5640 -0.5125 1.4450  0.80
C 1.8906 0.4903 3.1770  1.54
C 1.8967 1.8048 2.5331  -0.49
O 1.2375 2.1004 1.5555  -0.16
C 2.5783 0.3391 4.3757  -1.31
H 1.8754 -2.9097 4.9950  0.50
H 2.5453 2.5719 2.9818  0.44
H 3.1179 1.1808 4.7997  0.50
C -5.8079 3.3651 3.2314  -1.03
O -4.8068 2.5757 3.8890  -0.05
C -4.9028 2.4510 5.2319  0.83
C -5.8564 3.0799 6.0212  -0.81
C -5.8715 2.8769 7.3945  -0.84
C -4.9475 2.0382 8.0050  -0.82
C -3.9935 1.4169 7.2259  -0.64
C -3.9587 1.6392 5.8564  0.49
N -2.9664 0.9313 5.0962  0.17
C -2.2620 1.2783 4.0695  -0.98
C -2.1299 2.5656 3.4524  1.11
C -2.4691 3.7638 4.1055  -0.55
C -2.2186 4.9804 3.5192  -1.19
C -1.6293 5.0205 2.2523  -0.89
C -1.2822 3.8550 1.5938  -0.31
C -1.5264 2.6228 2.1875  -0.20
O -1.2060 1.4593 1.5925  0.48
H -5.5673 3.3326 2.1741  0.09
H -5.7768 4.3998 3.5711  0.50
H -6.8008 2.9488 3.3990  0.41
H -6.6016 3.7204 5.5713  0.48
H -6.6198 3.3806 7.9926  0.45
H -4.9730 1.8688 9.0723  0.42
H -3.2583 0.7588 7.6797  0.45
H -2.7983 -0.0086 5.4339  0.44
H -1.6570 0.4737 3.6635  0.98
H -2.9072 3.7264 5.0967  0.74
H -2.4715 5.8967 4.0367  0.49
H -1.4306 5.9768 1.7831  0.54
H -0.8050 3.8808 0.6267  0.37

Properties
- Total charge: +3
- ΔE to the lowest compared entry with this formula, charge and spin: 0.0 kcal/mol
- Energy: -87760.09938 eV
- Kohn-Sham gap: 6.13 eV

Entry 2:
A single CHN3O4 molecule at a distorted geometry. Source: the OMol25 dataset; level of theory: ωB97M-V with the def2-TZVPD basis set.

Last column: natural (NBO) charge in e.
CARTESIAN COORDINATES (ANGSTROEM)
O 0.7755 -2.0761 0.6475  -0.17
N 0.6114 -1.4447 -0.3531  0.13
C -0.0501 -0.1995 -0.2141  0.31
O 0.0041 0.2348 1.1817  -0.71
N -1.3516 -0.2286 -0.7484  0.12
O -2.2316 0.1273 -0.0252  -0.18
N 0.7945 0.7024 -1.1703  0.22
O 1.2150 1.6758 -0.6067  -0.21
H 0.2327 1.2085 1.2885  0.50

Properties
- Total charge: 0
- ΔE to the lowest compared entry with this formula, charge and spin: 42.4 kcal/mol
- Energy: -13704.98034 eV
- Kohn-Sham gap (spin up / spin down): 8.19 / 8.19 eV
- SMILES string: O=NC(O)(N=O)N=O

Q: The lowest total charge belongs to which entry?
A: CHN3O4